1.
{
  "formula": "C37H32N2O2P2SV",
  "method": "the ωB97M-V functional and the def2-TZVPD basis",
  "e_above_lowest_ev": 1.840,
  "charge": 4,
  "energy_ev": -101022.3362,
  "homo_ev": [-19.41, -19.41],
  "multiplicity": 2,
  "fmax_ev_per_a": 4.55,
  "elements": ["V", "O", "S", "C", "C", "C", "C", "C", "C", "P", "C", "C", "C", "C", "C", "C", "C", "C", "C", "C", "C", "C", "C", "C", "C", "C", "C", "C", "P", "C", "C", "C", "C", "C", "C", "C", "C", "C", "C", "C", "C", "H", "H", "H", "H", "H", "H", "H", "H", "H", "H", "H", "H", "H", "H", "H", "H", "H", "H", "H", "H", "H", "H", "H", "H", "H", "H", "H", "H", "N", "C", "N", "O", "H", "H", "H", "H"],
  "xyz": [[-1.17, 0.51, 0.01], [-0.31, 0.26, -3.83], [-0.36, 0.21, -2.39], [-1.96, -0.59, -1.92], [-3.05, -0.46, -2.78], [-4.20, -1.20, -2.55], [-4.27, -2.07, -1.46], [-3.20, -2.22, -0.60], [-2.00, -1.52, -0.84], [-0.46, -1.75, 0.09], [0.74, -2.54, -0.96], [2.04, -2.70, -0.45], [2.98, -3.38, -1.20], [2.64, -3.89, -2.45], [1.35, -3.73, -2.95], [0.39, -3.05, -2.21], [-0.60, -2.61, 1.64], [-0.95, -1.92, 2.81], [-1.00, -2.61, 4.01], [-0.71, -3.97, 4.05], [-0.36, -4.65, 2.89], [-0.29, -3.98, 1.68], [-0.82, 1.88, -1.78], [-1.66, 2.71, -2.52], [-1.94, 3.99, -2.04], [-1.38, 4.44, -0.85], [-0.50, 3.64, -0.13], [-0.17, 2.36, -0.61], [1.16, 1.25, 0.00], [1.80, 1.77, 1.58], [0.91, 1.90, 2.66], [1.39, 2.29, 3.90], [2.76, 2.54, 4.06], [3.64, 2.37, 3.00], [3.17, 1.98, 1.76], [2.39, 1.34, -1.31], [2.94, 2.62, -1.50], [3.85, 2.81, -2.52], [4.23, 1.75, -3.34], [3.69, 0.49, -3.14], [2.77, 0.27, -2.12], [-2.97, 0.18, -3.65], [-5.03, -1.13, -3.24], [-5.17, -2.66, -1.30], [-3.24, -2.93, 0.22], [2.29, -2.32, 0.53], [3.98, -3.52, -0.82], [3.37, -4.43, -3.03], [1.08, -4.15, -3.91], [-0.62, -2.96, -2.59], [-1.14, -0.86, 2.78], [-1.24, -2.09, 4.93], [-0.74, -4.50, 4.99], [-0.14, -5.71, 2.93], [-0.01, -4.51, 0.78], [-2.05, 2.38, -3.48], [-2.58, 4.64, -2.62], [-1.60, 5.44, -0.50], [0.00, 4.03, 0.75], [-0.14, 1.65, 2.53], [0.73, 2.39, 4.75], [3.13, 2.85, 5.03], [4.69, 2.54, 3.15], [3.86, 1.84, 0.93], [2.65, 3.45, -0.86], [4.27, 3.80, -2.68], [4.94, 1.92, -4.14], [4.00, -0.34, -3.77], [2.38, -0.72, -1.95], [-3.03, 2.37, 2.73], [-3.21, 1.26, 2.04], [-4.29, 0.54, 2.16], [-2.25, 0.86, 1.23], [-3.74, 2.71, 3.37], [-2.19, 2.93, 2.65], [-5.05, 0.81, 2.77], [-4.41, -0.33, 1.64]]
}

2.
{
  "formula": "C37H32NP2SSm",
  "method": "the ωB97M-V functional and the def2-TZVPD basis",
  "charge": 2,
  "energy_ev": -87678.3221,
  "homo_ev": [-14.06, -14.06],
  "multiplicity": 6,
  "fmax_ev_per_a": 3.60,
  "elements": ["C", "C", "C", "C", "C", "C", "P", "C", "C", "C", "C", "C", "C", "Sm", "P", "C", "C", "C", "C", "C", "C", "C", "C", "C", "C", "C", "C", "C", "C", "C", "C", "C", "C", "C", "C", "C", "C", "C", "C", "H", "H", "H", "H", "H", "H", "H", "H", "H", "H", "H", "H", "H", "H", "H", "H", "H", "H", "H", "H", "H", "H", "H", "H", "H", "H", "H", "H", "H", "H", "H", "H", "S", "C", "N"],
  "xyz": [[1.20, -2.95, -2.65], [0.07, -3.21, -1.84], [-1.04, -3.84, -2.42], [-0.99, -4.27, -3.76], [0.13, -4.03, -4.54], [1.22, -3.34, -3.99], [0.03, -2.51, -0.13], [-1.48, -3.27, 0.62], [-2.63, -2.49, 0.90], [-3.69, -3.07, 1.54], [-3.69, -4.43, 1.85], [-2.56, -5.21, 1.56], [-1.45, -4.63, 0.97], [-1.24, 0.07, 0.48], [0.02, 2.63, 0.04], [-1.11, 3.20, -1.29], [-0.63, 3.90, -2.42], [-1.52, 4.31, -3.40], [-2.87, 4.00, -3.30], [-3.33, 3.23, -2.24], [-2.46, 2.80, -1.23], [-0.54, 3.48, 1.59], [0.24, 3.25, 2.75], [-0.27, 3.60, 3.99], [-1.49, 4.24, 4.11], [-2.23, 4.52, 2.96], [-1.74, 4.17, 1.71], [1.62, 3.37, -0.32], [2.76, 2.53, -0.37], [4.01, 3.07, -0.64], [4.17, 4.46, -0.81], [3.05, 5.32, -0.69], [1.79, 4.76, -0.42], [1.45, -3.38, 0.63], [2.18, -4.43, 0.03], [3.33, -4.95, 0.64], [3.79, -4.44, 1.85], [3.07, -3.40, 2.46], [1.92, -2.88, 1.86], [1.21, 2.77, 2.66], [0.30, 3.36, 4.88], [-1.90, 4.50, 5.09], [-3.21, 5.01, 3.07], [-2.34, 4.40, 0.80], [0.44, 4.13, -2.51], [-1.16, 4.89, -4.26], [-3.56, 4.32, -4.08], [-4.38, 2.92, -2.18], [-2.85, 2.21, -0.37], [2.64, 1.46, -0.20], [4.89, 2.40, -0.70], [5.15, 4.88, -1.01], [3.20, 6.38, -0.80], [0.95, 5.44, -0.29], [1.87, -4.83, -0.93], [3.90, -5.77, 0.17], [4.69, -4.83, 2.33], [3.41, -2.98, 3.42], [1.38, -2.05, 2.32], [-2.89, -1.43, 0.53], [-4.54, -2.42, 1.76], [-4.57, -4.85, 2.31], [-2.61, -6.27, 1.81], [-0.55, -5.25, 0.76], [-1.93, -4.01, -1.83], [-1.85, -4.80, -4.17], [0.16, -4.38, -5.58], [2.11, -3.13, -4.60], [2.05, -2.39, -2.23], [0.30, 0.14, -2.70], [0.93, 0.14, -2.30], [-0.15, -0.27, 2.75], [-0.13, -0.02, 4.41], [-0.08, 0.14, 5.58]]
}

3.
{
  "formula": "C37H32O4PdS3",
  "method": "the ωB97M-V functional and the def2-TZVPD basis",
  "e_above_lowest_ev": 0.000,
  "charge": 4,
  "energy_ev": -83020.8743,
  "homo_ev": [-18.09, -18.09],
  "multiplicity": 5,
  "fmax_ev_per_a": 0.56,
  "elements": ["Pd", "C", "C", "C", "C", "C", "C", "C", "S", "O", "C", "C", "C", "C", "C", "C", "C", "C", "C", "C", "C", "C", "C", "C", "C", "C", "C", "C", "C", "C", "S", "O", "C", "C", "C", "C", "C", "C", "C", "H", "H", "H", "H", "H", "H", "H", "H", "H", "H", "H", "H", "H", "H", "H", "H", "H", "H", "H", "H", "H", "H", "H", "H", "H", "H", "C", "S", "C", "O", "H", "H", "H", "H", "H", "H", "O", "C"],
  "xyz": [[-0.47, -0.44, -0.48], [-8.76, -1.69, 1.61], [-7.27, -1.82, 1.57], [-6.64, -2.98, 2.04], [-5.26, -3.11, 1.98], [-4.51, -2.05, 1.48], [-5.11, -0.89, 0.99], [-6.49, -0.79, 1.04], [-2.77, -2.27, 1.44], [-2.25, -1.37, 0.33], [-2.29, -1.48, 3.01], [-2.81, -0.25, 3.36], [-2.50, 0.31, 4.60], [-1.65, -0.36, 5.48], [-1.34, 0.19, 6.75], [-0.48, -0.47, 7.64], [0.09, -1.67, 7.27], [-0.20, -2.24, 6.02], [-1.09, -1.62, 5.11], [-1.41, -2.18, 3.86], [-0.82, -3.48, 3.39], [-1.33, -4.73, 3.82], [-2.36, -4.84, 4.78], [-2.84, -6.09, 5.20], [-2.32, -7.26, 4.66], [-1.32, -7.18, 3.68], [-0.82, -5.92, 3.24], [0.14, -5.86, 2.23], [0.63, -4.62, 1.81], [0.19, -3.45, 2.42], [0.86, -1.86, 1.92], [0.80, -1.96, 0.38], [2.51, -1.87, 2.47], [3.47, -2.83, 2.14], [4.76, -2.66, 2.58], [5.14, -1.55, 3.35], [6.55, -1.40, 3.81], [4.17, -0.60, 3.67], [2.86, -0.75, 3.23], [-9.24, -2.59, 2.00], [-9.15, -1.50, 0.61], [-9.05, -0.85, 2.24], [-7.23, -3.80, 2.42], [-4.78, -4.03, 2.30], [-4.52, -0.10, 0.53], [-6.97, 0.09, 0.64], [-3.49, 0.26, 2.70], [-2.92, 1.27, 4.88], [-1.78, 1.14, 7.03], [-0.26, -0.02, 8.60], [0.77, -2.18, 7.94], [0.26, -3.19, 5.76], [-2.79, -3.95, 5.22], [-3.62, -6.14, 5.95], [-2.69, -8.22, 4.98], [-0.93, -8.09, 3.24], [0.51, -6.77, 1.77], [1.34, -4.57, 1.00], [3.23, -3.69, 1.52], [5.51, -3.40, 2.31], [6.76, -2.13, 4.60], [6.74, -0.41, 4.20], [7.24, -1.61, 3.00], [4.44, 0.27, 4.25], [2.12, 0.01, 3.47], [-0.36, 0.26, -4.92], [0.37, -0.80, -3.69], [0.11, -2.40, -4.43], [-0.66, -0.76, -2.51], [0.22, 0.13, -5.83], [-0.28, 1.28, -4.57], [-1.40, -0.03, -5.07], [0.71, -2.43, -5.34], [-0.94, -2.54, -4.65], [0.48, -3.15, -3.73], [1.64, 1.87, -0.60], [0.88, 1.06, -0.55]]
}

4.
{
  "formula": "C37H33IKN5O5S2",
  "method": "the ωB97M-V functional and the def2-TZVPD basis",
  "e_above_lowest_ev": 1.337,
  "charge": -2,
  "energy_ev": -102691.4492,
  "homo_ev": -1.47,
  "fmax_ev_per_a": 0.88,
  "elements": ["K", "C", "C", "C", "C", "C", "C", "C", "C", "C", "C", "H", "H", "H", "H", "H", "H", "H", "H", "H", "H", "H", "H", "H", "H", "N", "C", "C", "C", "C", "C", "C", "S", "O", "O", "N", "C", "N", "C", "C", "C", "N", "H", "H", "H", "H", "H", "H", "H", "H", "H", "I", "C", "C", "C", "C", "C", "C", "C", "C", "C", "C", "H", "H", "H", "H", "H", "H", "O", "S", "O", "N", "C", "O", "C", "C", "C", "C", "C", "C", "H", "H", "H", "H"],
  "xyz": [[-0.48, -0.63, 0.01], [-3.04, -1.85, 2.69], [-2.90, -1.04, 3.98], [-2.56, -1.95, 5.15], [-1.90, 0.08, 3.78], [-2.29, 1.23, 3.09], [-1.39, 2.24, 2.81], [-0.05, 2.14, 3.19], [0.95, 3.20, 2.84], [0.33, 1.00, 3.88], [-0.57, -0.02, 4.16], [-3.76, -2.66, 2.81], [-2.09, -2.30, 2.42], [-3.37, -1.24, 1.85], [-3.87, -0.56, 4.19], [-1.68, -2.56, 4.94], [-3.38, -2.66, 5.32], [-2.38, -1.40, 6.07], [-3.31, 1.31, 2.74], [-1.71, 3.10, 2.23], [0.54, 4.20, 3.03], [1.23, 3.15, 1.79], [1.85, 3.09, 3.45], [1.37, 0.88, 4.16], [-0.22, -0.91, 4.67], [7.92, 2.24, -0.41], [6.58, 1.80, -0.52], [5.93, 1.82, -1.75], [4.61, 1.41, -1.86], [3.93, 0.98, -0.74], [4.57, 0.96, 0.50], [5.89, 1.37, 0.61], [2.26, 0.42, -0.81], [2.18, -0.66, 0.15], [1.98, 0.09, -2.20], [1.33, 1.57, -0.25], [1.12, 2.69, -0.97], [1.88, 3.01, -2.03], [1.57, 4.13, -2.67], [0.54, 4.97, -2.28], [-0.13, 4.59, -1.12], [0.13, 3.49, -0.46], [8.44, 2.09, -1.26], [8.40, 1.78, 0.35], [6.47, 2.16, -2.63], [4.10, 1.43, -2.81], [4.03, 0.60, 1.36], [6.38, 1.35, 1.57], [2.18, 4.37, -3.54], [0.30, 5.87, -2.82], [-0.94, 5.21, -0.74], [0.96, -3.26, 2.78], [1.48, -4.33, 1.06], [2.61, -5.09, 1.09], [3.00, -5.80, -0.07], [2.25, -5.71, -1.20], [1.07, -4.93, -1.24], [0.30, -4.85, -2.43], [-0.83, -4.08, -2.45], [-1.23, -3.37, -1.28], [-0.55, -3.39, -0.08], [0.63, -4.20, -0.10], [3.21, -5.13, 1.99], [3.90, -6.40, -0.05], [2.55, -6.25, -2.10], [0.64, -5.39, -3.31], [-1.42, -4.01, -3.35], [-2.15, -2.80, -1.38], [-6.67, -0.24, -0.76], [-5.53, -0.75, -1.48], [-5.66, -2.05, -2.08], [-4.18, -0.60, -0.64], [-3.35, 0.32, -1.16], [-2.28, 0.71, -0.70], [-3.89, 0.93, -2.44], [-3.28, 1.89, -3.24], [-3.97, 2.31, -4.37], [-5.23, 1.79, -4.68], [-5.83, 0.83, -3.87], [-5.12, 0.42, -2.75], [-2.31, 2.27, -2.97], [-3.53, 3.05, -5.03], [-5.75, 2.14, -5.56], [-6.81, 0.42, -4.10]]
}

5.
{
  "formula": "C37H34BiF5N2S3Te",
  "method": "the ωB97M-V functional and the def2-TZVPD basis",
  "charge": -2,
  "energy_ev": -101128.9017,
  "homo_ev": -0.72,
  "fmax_ev_per_a": 0.84,
  "elements": ["Bi", "C", "N", "C", "C", "N", "C", "C", "C", "C", "C", "C", "C", "S", "C", "C", "C", "C", "C", "C", "S", "H", "H", "H", "H", "H", "H", "H", "H", "H", "H", "H", "H", "H", "H", "H", "H", "H", "H", "S", "C", "C", "C", "C", "C", "C", "H", "H", "H", "H", "H", "F", "C", "C", "C", "F", "C", "F", "C", "F", "C", "F", "C", "C", "C", "C", "C", "C", "Te", "C", "C", "C", "H", "H", "H", "H", "H", "H", "H", "H", "H", "H", "H"],
  "xyz": [[0.80, 0.81, -0.93], [-2.94, 1.46, 0.00], [-1.79, 0.85, 0.70], [-1.52, 1.57, 1.95], [-0.31, 1.08, 2.73], [0.98, 1.53, 2.20], [1.17, 2.97, 2.28], [2.06, 0.75, 2.73], [2.88, 1.26, 3.74], [3.94, 0.52, 4.25], [4.17, -0.76, 3.75], [3.35, -1.27, 2.75], [2.29, -0.54, 2.21], [1.31, -1.25, 0.93], [-2.00, -0.56, 0.84], [-2.53, -1.10, 2.01], [-2.74, -2.47, 2.14], [-2.45, -3.31, 1.08], [-1.93, -2.77, -0.09], [-1.69, -1.41, -0.23], [-1.00, -0.83, -1.75], [-3.71, 1.72, 0.74], [-3.36, 0.69, -0.66], [-1.83, 2.45, -1.54], [-2.40, 1.53, 2.62], [-1.40, 2.62, 1.69], [-0.29, -0.01, 2.74], [-0.42, 1.43, 3.77], [0.96, 3.37, 3.29], [0.51, 3.47, 1.58], [2.20, 3.21, 2.02], [2.69, 2.25, 4.12], [4.57, 0.94, 5.02], [4.99, -1.35, 4.13], [3.55, -2.25, 2.34], [-2.77, -0.45, 2.83], [-3.14, -2.86, 3.07], [-2.60, -4.38, 1.16], [-1.67, -3.42, -0.92], [0.22, 1.78, -3.45], [1.25, 3.22, -3.37], [2.55, 3.23, -3.88], [3.33, 4.38, -3.83], [2.83, 5.54, -3.27], [1.55, 5.54, -2.74], [0.77, 4.40, -2.79], [2.95, 2.32, -4.32], [4.34, 4.36, -4.24], [3.44, 6.44, -3.23], [1.14, 6.44, -2.30], [-0.23, 4.40, -2.39], [-1.07, 4.19, 0.16], [-2.40, 4.01, -0.22], [-2.69, 2.70, -0.89], [-3.87, 2.94, -1.77], [-4.05, 2.02, -2.77], [-4.67, 4.04, -1.74], [-5.77, 4.08, -2.54], [-4.40, 5.15, -0.92], [-5.39, 6.05, -0.61], [-3.20, 5.10, -0.21], [-2.82, 6.21, 0.50], [8.47, -1.19, 0.60], [7.11, -1.04, -0.05], [6.27, 0.01, 0.28], [5.04, 0.19, -0.35], [4.20, 1.36, 0.05], [4.63, -0.72, -1.34], [2.90, -0.39, -2.52], [5.46, -1.80, -1.66], [5.05, -2.84, -2.68], [6.68, -1.95, -1.01], [8.52, -0.61, 1.53], [9.26, -0.83, -0.06], [8.69, -2.23, 0.83], [6.57, 0.71, 1.04], [4.64, 1.90, 0.88], [3.21, 1.03, 0.36], [4.07, 2.05, -0.80], [4.10, -3.30, -2.39], [5.81, -3.61, -2.76], [4.89, -2.39, -3.66], [7.32, -2.79, -1.27]]
}